Record 1
{
  "formula": "CH4FINP",
  "method": "the ωB97M-V functional and the def2-TZVPD basis",
  "lumo_ev": -0.561,
  "relative_energy_kj_mol": 237.2,
  "total_charge": 0,
  "largest_force_ev_per_a": 5.126,
  "energy_ha": -834.12123,
  "multiplicity": 1,
  "e_homo_ev": -8.78,
  "symbols": ["C", "N", "F", "P", "I", "H", "H", "H", "H"],
  "coordinates": [[1.2655, -0.5331, 0.3025], [0.4409, 0.4367, -0.4197], [-2.0153, 1.9160, -0.4933], [-1.4526, 0.9697, 0.7373], [-2.7847, -1.1003, 0.0564], [0.8815, -1.5452, 0.2328], [2.2347, -0.4146, -0.2762], [1.1468, 0.1171, 1.2336], [0.2833, 0.1536, -1.3734]]
}

---

Record 2
{
  "formula": "C5H13NS",
  "method": "the ωB97M-V functional and the def2-TZVPD basis",
  "smiles": "C=[S@@H](=N)CC(C)C",
  "lumo_ev": [0.102, 0.102],
  "relative_energy_kj_mol": 659.9,
  "total_charge": 0,
  "largest_force_ev_per_a": 4.688,
  "energy_ha": -650.99260,
  "multiplicity": 1,
  "e_homo_ev": [-8.02, -8.02],
  "symbols": ["C", "C", "C", "C", "C", "N", "S", "H", "H", "H", "H", "H", "H", "H", "H", "H", "H", "H", "H", "H"],
  "coordinates": [[-1.9796, 0.4392, 2.4928], [0.2232, -1.2044, -1.5528], [1.1999, 1.0844, -1.8016], [-0.3254, 0.6549, 0.1231], [0.7205, 0.0460, -0.7816], [-0.0037, -1.7454, 1.5669], [-0.1426, -0.1630, 1.7188], [-2.1424, -0.0433, 3.4435], [-2.0824, 1.4827, 2.5233], [-0.9097, -1.1861, -1.7835], [0.3688, -1.8944, -0.7779], [0.6245, -1.5485, -2.5235], [0.4273, 1.3785, -2.6361], [1.5725, 1.9263, -1.3456], [2.1418, 0.7059, -2.2844], [-1.2969, 0.3277, -0.1947], [-0.1948, 1.6876, 0.0495], [1.4706, -0.2220, -0.1450], [-0.9380, -1.9539, 1.8363], [1.2665, 0.2278, 2.0726]]
}

---

Record 3
{
  "formula": "C5H7N2",
  "method": "the ωB97M-V functional and the def2-TZVPD basis",
  "lumo_ev": -4.372,
  "relative_energy_kj_mol": 498.6,
  "total_charge": 1,
  "largest_force_ev_per_a": 5.343,
  "energy_ha": -303.82906,
  "multiplicity": 1,
  "e_homo_ev": -12.74,
  "symbols": ["C", "C", "C", "C", "C", "N", "N", "H", "H", "H", "H", "H", "H", "H"],
  "coordinates": [[-1.6168, 0.2532, 1.0865], [0.9594, 0.2327, -0.8413], [2.3443, -0.4509, -2.7527], [0.1549, 0.4378, 0.1233], [-0.3047, 0.9648, 1.4245], [1.8547, 0.1256, -1.6877], [-1.9039, -0.9853, 1.5227], [3.3009, -0.1054, -2.8386], [1.7576, -1.1578, -3.4554], [0.3507, 0.6547, 2.2167], [-2.2625, 0.6846, 0.2895], [-0.3506, 2.0535, 1.2672], [-2.7380, -1.4714, 1.2223], [-1.5459, -1.2362, 2.4230]]
}

---

Record 4
{
  "formula": "C21H26Cl2N4SiTi",
  "method": "the ωB97M-V functional and the def2-TZVPD basis",
  "lumo_ev": [2.789, 2.785],
  "relative_energy_kj_mol": 5.0,
  "total_charge": -1,
  "largest_force_ev_per_a": 0.630,
  "energy_ha": -3094.40899,
  "multiplicity": 2,
  "e_homo_ev": [-3.94, -4.10],
  "symbols": ["Ti", "C", "C", "C", "C", "C", "C", "N", "N", "Si", "C", "C", "C", "H", "H", "H", "H", "H", "H", "H", "H", "H", "H", "H", "H", "H", "H", "H", "C", "C", "C", "C", "C", "C", "N", "H", "H", "H", "H", "H", "H", "H", "H", "Cl", "C", "C", "C", "C", "C", "Cl", "C", "N", "H", "H", "H"],
  "coordinates": [[0.3774, -0.0129, -0.0547], [0.8039, -2.1855, -3.2988], [-0.3946, -1.2983, -3.1287], [-1.4707, -1.3589, -3.9971], [-2.5531, -0.5006, -3.7846], [-2.5436, 0.3866, -2.7366], [-1.4175, 0.4245, -1.8880], [-0.3640, -0.4248, -2.1198], [-1.2255, 1.1817, -0.8031], [-2.2234, 2.3370, -0.0286], [-3.8355, 1.5923, 0.5780], [-1.2313, 2.9480, 1.4316], [-2.6181, 3.7801, -1.1742], [1.5022, -1.7453, -4.0143], [0.5101, -3.1656, -3.6744], [1.3197, -2.3068, -2.3483], [-1.4742, -2.0704, -4.8117], [-3.4137, -0.5438, -4.4421], [-3.3828, 1.0401, -2.5416], [-3.5988, 0.7220, 1.1965], [-4.4650, 1.2494, -0.2472], [-4.4184, 2.2958, 1.1768], [-1.0515, 2.1243, 2.1278], [-1.7571, 3.7399, 1.9728], [-0.2566, 3.3288, 1.1157], [-3.1882, 3.4629, -2.0508], [-1.6884, 4.2336, -1.5276], [-3.1961, 4.5528, -0.6609], [2.2402, 0.5292, 2.8070], [2.5495, 1.4585, 1.6749], [3.4041, 2.5363, 1.6569], [3.3310, 3.1026, 0.3532], [2.4340, 2.3402, -0.3559], [1.9819, 2.4572, -1.7799], [1.9501, 1.3272, 0.4429], [2.6905, 0.9048, 3.7268], [2.6301, -0.4764, 2.6291], [1.1628, 0.4337, 2.9648], [4.0008, 2.8832, 2.4884], [3.8684, 3.9628, -0.0195], [2.2844, 3.4155, -2.2037], [0.8920, 2.3855, -1.8450], [2.4074, 1.6667, -2.4068], [-2.3545, -2.2937, 3.1302], [-0.8050, -2.9833, 2.7313], [-0.4003, -4.1376, 3.3652], [0.8329, -4.7149, 3.0756], [1.6518, -4.1044, 2.1351], [1.2254, -2.9524, 1.5140], [2.2549, -2.1651, 0.3338], [-0.0217, -2.3000, 1.7519], [-0.3834, -1.1917, 1.1251], [-1.0587, -4.5887, 4.0968], [1.1478, -5.6199, 3.5766], [2.6203, -4.5198, 1.8862]]
}

---

Record 5
{
  "formula": "C3H12N4",
  "method": "the ωB97M-V functional and the def2-TZVPD basis",
  "lumo_ev": 0.928,
  "relative_energy_kj_mol": 447.4,
  "total_charge": 0,
  "largest_force_ev_per_a": 5.693,
  "energy_ha": -340.36001,
  "multiplicity": 1,
  "e_homo_ev": -8.05,
  "symbols": ["C", "C", "C", "N", "N", "N", "N", "H", "H", "H", "H", "H", "H", "H", "H", "H", "H", "H", "H"],
  "coordinates": [[2.5928, 0.8393, -2.6159], [-1.6831, 0.3511, 2.5089], [1.8654, 1.1485, -1.2599], [-2.6461, -1.6154, 1.4048], [-0.7112, -1.8876, -0.0806], [-1.6954, -0.6775, 1.5023], [-0.7558, -0.7108, 0.7037], [3.1999, -0.0893, -2.3527], [2.0442, 0.8711, -3.4944], [3.3954, 1.6335, -2.6649], [-1.0002, 1.1649, 2.1289], [-2.7567, 0.6325, 2.7585], [-1.5438, -0.1729, 3.4023], [0.9986, 0.4569, -0.9819], [2.4614, 1.2985, -0.4511], [1.5293, 2.1850, -1.4201], [-3.3359, -1.5307, 2.1221], [-0.2611, -1.6072, -1.0433], [-1.6976, -2.2899, -0.1668]]
}

---

Record 6
{
  "formula": "C11H21N3",
  "method": "the ωB97M-V functional and the def2-TZVPD basis",
  "lumo_ev": [0.298, 0.669],
  "relative_energy_kj_mol": 432.4,
  "total_charge": 0,
  "largest_force_ev_per_a": 4.383,
  "energy_ha": -595.81289,
  "multiplicity": 1,
  "e_homo_ev": [-7.44, -7.14],
  "symbols": ["C", "C", "C", "C", "C", "C", "C", "C", "C", "C", "C", "N", "N", "N", "H", "H", "H", "H", "H", "H", "H", "H", "H", "H", "H", "H", "H", "H", "H", "H", "H", "H", "H", "H", "H"],
  "coordinates": [[0.9135, 2.2813, -2.6386], [0.2567, 2.8574, -0.7026], [2.9785, 0.5359, 0.4510], [-2.4227, -1.8709, 0.7054], [-1.4865, 0.2883, 1.6244], [-2.0344, 0.2664, -0.6431], [0.5551, -1.4395, -1.1476], [0.7166, -1.9055, 1.2067], [1.7127, 1.2120, 0.5362], [-1.4555, -0.6491, 0.3729], [0.0459, -0.9726, 0.1474], [0.1405, 3.1585, -1.9547], [1.4865, 1.3907, -1.8669], [1.1236, 1.7419, -0.6087], [1.1306, 2.1159, -3.6673], [-0.3916, 3.1233, 0.0908], [3.0072, -0.4268, 0.9437], [3.6271, 1.1508, 1.0196], [3.2765, 0.3416, -0.5757], [-3.4042, -1.7454, 0.2496], [-2.4731, -2.0356, 1.7647], [-2.0140, -2.7630, 0.1457], [-1.2138, -0.1475, 2.6076], [-0.9071, 1.2507, 1.4104], [-2.4898, 0.6042, 1.6891], [-2.2950, -0.1444, -1.5117], [-2.8943, 0.9285, -0.3092], [-1.2886, 0.9739, -0.8071], [0.0553, -2.4665, -1.3403], [0.2742, -0.8929, -1.9259], [1.6127, -1.5201, -1.0884], [0.3319, -2.8704, 1.0399], [0.4396, -1.6919, 2.2087], [1.7858, -1.9846, 1.0256], [1.3001, 1.3058, 1.5482]]
}